1.
Formula: C6H8CuO6
Source: the Open Molecules 2025 dataset
Level of theory: ωB97M-V/def2-TZVPD

Summary:
frontier orbital gap (spin up / spin down): 0.23267 / 0.29205 Ha
⟨S²⟩: 0.76
multiplicity: 2
LUMO (spin up / spin down): -0.3 / -0.4 eV

Geometry as XYZ:
```
21
Properties=species:S:1:pos:R:3:lowdin_spin:R:1
O -1.24996 -1.63851 -1.95213 0.0177
C -1.41902 -0.98806 -3.18187 0.0016
O -0.74116 -1.34429 -4.13670 0.0020
O -2.24249 -0.04696 -3.05396 0.0038
C 0.02891 -2.15616 -1.61207 0.0902
H 0.06581 -3.23170 -1.85326 0.0268
H 0.81456 -1.65956 -2.20069 0.0019
C 0.23674 -1.93383 -0.14730 0.5902
H -0.39608 -2.55559 0.49309 0.0241
H 1.27074 -1.76393 0.16742 0.0314
O -0.62200 1.88014 1.34334 0.0176
C -0.24803 0.59581 1.34195 0.0591
C 0.43802 2.69795 1.85802 0.0080
O -0.62536 -0.18297 0.40009 0.1093
O 0.96329 0.43533 1.88200 0.0045
C 1.40591 1.67232 2.45217 0.0013
H 0.02221 3.38381 2.60239 0.0003
H 0.87715 3.26811 1.03000 0.0011
H 1.34096 1.60699 3.54433 0.0001
H 2.44500 1.83437 2.14857 0.0000
Cu -2.36519 0.12673 -1.12539 0.0088
```

=====

2.
Formula: C4H7NO2
Source: the Open Molecules 2025 dataset
Level of theory: ωB97M-V/def2-TZVPD

Summary:
SMILES string: O=C1C=NC[C@@H]1O.[H][H]
frontier orbital gap: 0.35528 Ha
LUMO: -0.3 eV

Geometry as XYZ:
```
14
Properties=species:S:1:pos:R:3:nbo_charge:R:1
O 0.63599 0.65125 2.01009 -0.5144
C 0.57443 0.12113 0.92712 0.5004
C 1.23025 0.46594 -0.37714 -0.0098
N 0.55352 0.04767 -1.37326 -0.3164
C -0.64646 -0.66369 -0.89732 -0.2719
C -0.28770 -1.05301 0.53532 -0.0188
O -1.32036 -1.34874 1.40821 -0.6868
H 1.99188 1.23321 -0.49259 0.2139
H -0.88930 -1.48660 -1.57278 0.2174
H -1.50137 0.03443 -0.89305 0.2234
H 0.46178 -1.85758 0.44148 0.1829
H -1.05323 -0.97771 2.26384 0.4869
H 0.10035 2.21339 -1.29519 0.0122
H 0.15023 2.62032 -0.68472 -0.0189
```

=====

3.
Formula: C3H7FN3
Source: the Open Molecules 2025 dataset
Level of theory: ωB97M-V/def2-TZVPD

Summary:
net charge: +1
frontier orbital gap: 0.40490 Ha
LUMO: -3.3 eV

Geometry as XYZ:
```
14
Properties=species:S:1:pos:R:3:nbo_charge:R:1
C 1.25239 -0.44900 0.19913 0.6217
C -1.99149 0.32133 0.08322 -0.4745
C -1.33597 -0.69268 -0.31664 0.2083
N 1.21777 0.72866 0.29398 -0.0793
N 1.56747 -1.65324 -0.07182 -0.7551
N 0.97136 1.95392 0.16408 -0.5456
F -1.05488 -1.69579 0.54550 -0.3592
H -1.99972 1.14685 -0.61566 0.2113
H -2.57686 0.44655 0.94163 0.2464
H -0.75170 -0.85340 -1.23976 0.1772
H 2.11677 -1.73160 -0.89464 0.4379
H 1.14424 -2.49373 0.38615 0.4740
H 1.30136 2.71908 0.82024 0.4329
H 0.13925 2.25304 -0.29541 0.4040
```

=====

4.
Formula: C3H11NO3S
Source: the Open Molecules 2025 dataset
Level of theory: ωB97M-V/def2-TZVPD

Summary:
SMILES string: NC(=O)CCS.O.O
frontier orbital gap: 0.34319 Ha
LUMO: 0.2 eV

Geometry as XYZ:
```
19
Properties=species:S:1:pos:R:3:nbo_charge:R:1
N 2.01369 -0.00893 -0.23835 -0.8554
C 1.16872 0.15852 -1.32817 0.6860
O 1.49063 0.83962 -2.27689 -0.5937
C -0.24294 -0.37696 -1.08081 -0.5333
C -1.20914 0.77044 -1.29009 -0.4909
S -2.93653 0.27247 -0.91354 -0.0567
H 1.85738 -0.82238 0.34033 0.4001
H 2.98673 0.22348 -0.37334 0.3996
H -0.25019 -0.74646 -0.06060 0.2382
H -0.43880 -1.20261 -1.76368 0.2301
H -0.97338 1.59671 -0.62248 0.2256
H -1.21090 1.17294 -2.29439 0.2335
H -2.75676 -1.05136 -0.98700 0.1132
O 0.26372 1.53067 2.16555 -0.9548
H 0.70339 1.05814 1.44510 0.4802
H -0.61609 1.16011 2.25159 0.4712
O 0.16507 -1.41628 1.99506 -0.9674
H 0.47780 -1.07049 2.84052 0.4914
H -0.49242 -2.08764 2.19119 0.4831
```

=====

5.
Formula: C3H8N4
Source: the Open Molecules 2025 dataset
Level of theory: ωB97M-V/def2-TZVPD

Summary:
SMILES string: [H]/N=C1/NNC[C@@H]1N
frontier orbital gap: 0.33781 Ha
LUMO: 0.7 eV

Geometry as XYZ:
```
15
Properties=species:S:1:pos:R:3:nbo_charge:R:1
H -2.00554 0.91099 0.21015 0.3118
N -1.25675 1.71536 0.07062 -0.7084
C -0.18463 0.86870 -0.01182 0.4085
N 1.10458 0.98744 -0.12773 -0.4330
N 1.86088 -0.07625 -0.06822 -0.4442
C 0.90480 -1.26583 -0.09208 -0.2851
C -0.44902 -0.67249 0.43482 -0.1590
N -1.74137 -1.02780 -0.40487 -0.8181
H 1.64904 1.73627 -0.76805 0.4117
H 2.31363 -0.41106 0.76394 0.3563
H 0.46869 -1.95329 -1.07872 0.2378
H 1.42229 -2.05166 0.77460 0.1961
H -0.67381 -0.42654 1.69266 0.2182
H -2.61803 -0.54922 0.08725 0.3558
H -1.95458 -2.02909 0.04405 0.3517
```

=====

6.
Formula: CH2NO3S
Source: the Open Molecules 2025 dataset
Level of theory: ωB97M-V/def2-TZVPD

Summary:
net charge: -1
frontier orbital gap: 0.19033 Ha
LUMO: 3.6 eV

Geometry as XYZ:
```
8
Properties=species:S:1:pos:R:3:nbo_charge:R:1
C 2.62990 -0.19595 0.09425 1.0280
N -0.76389 -0.29207 0.11400 -1.0784
O 2.15818 0.53027 0.87207 -0.5541
O 3.19935 -0.87554 -0.64557 -0.5361
O -0.47721 -3.07398 0.42893 -1.0645
S 0.23278 -1.79757 -0.16460 0.5141
H -1.87099 -0.47730 0.37807 0.3471
H -0.31253 0.09938 0.96616 0.3438
```

=====

For the records above, the corresponding ΔE to the lowest compared entry with this formula, charge and spin values read 44.05; 69.13; 81.91; 1.67; 144.79; 32.26 kcal/mol.